[1]
A cluster of 2 separate species, C3H9N2OP in total. Source: OMol25; level of theory: the ωB97M-V functional and the def2-TZVPD basis.

Cartesian coordinates (Å):
P1 -0.181 -0.323 0.480
H1 0.196 2.095 -0.003
N1 -2.848 0.577 0.589
C1 -0.781 -0.909 -1.184
H2 -1.058 -1.960 -1.027
H3 -0.116 -0.775 -2.036
H4 1.028 -2.323 1.472
C2 0.753 1.206 0.350
H5 1.276 1.521 1.296
O1 -4.605 -0.453 -0.335
N2 -3.453 -0.150 -0.160
C3 1.130 -1.379 1.066
H6 -1.826 -0.325 -1.166
H7 1.754 -0.741 1.780
H8 1.569 1.027 -0.343
H9 -3.426 1.189 1.136

- ΔE to the lowest compared entry with this formula, charge and spin: 168.38 kcal/mol
- LUMO energy (spin up / spin down): -1.7985 / 0.1580 eV
- Kohn-Sham gap (spin up / spin down): 4.91 / 8.49 eV

[2]
The molecule C3H9N2P. Source: OMol25; level of theory: the ωB97M-V functional and the def2-TZVPD basis.

Cartesian coordinates (Å):
N1 0.458 -1.617 0.508
C1 -1.808 1.292 0.328
H1 -2.635 0.977 0.946
N2 -1.157 0.283 -0.385
C2 1.592 -0.789 -0.039
H2 1.704 -1.271 -1.056
H3 1.479 0.825 -1.459
H4 -0.456 -1.605 -1.411
P1 -1.060 -1.357 -0.171
H5 -2.108 2.072 -0.441
H6 0.430 -1.586 1.491
H7 1.119 1.408 0.371
C3 1.171 0.504 -0.401
H8 2.550 -0.981 0.558
H9 -1.278 1.844 1.161

- ΔE to the lowest compared entry with this formula, charge and spin: 82.42 kcal/mol
- LUMO energy (spin up / spin down): -0.4145 / -0.2810 eV
- Kohn-Sham gap (spin up / spin down): 7.98 / 8.14 eV

[3]
A cluster of 2 separate species, C3H9N2S in total. Source: OMol25; level of theory: the ωB97M-V functional and the def2-TZVPD basis.

Cartesian coordinates (Å):
H1 0.673 0.360 -1.876
H2 1.627 1.514 0.690
H3 1.941 -0.278 -0.805
N1 -2.262 -1.400 0.273
H4 0.247 1.699 1.626
C1 0.873 -0.283 -1.019
H5 -1.796 -2.031 -0.371
N2 0.600 1.486 0.685
S1 -2.190 1.607 -0.496
C2 0.076 0.150 0.207
C3 -1.356 0.326 -0.102
H6 -3.199 -1.211 -0.064
H7 0.187 -0.587 1.009
H8 0.601 -1.301 -1.294
H9 0.224 2.206 0.041

- ΔE to the lowest compared entry with this formula, charge and spin: 63.12 kcal/mol
- LUMO energy: -4.6618 eV
- Total charge: +1
- Kohn-Sham gap: 8.53 eV

[4]
A cluster of 2 separate species, C3H9N2S2 in total. Source: OMol25; level of theory: the ωB97M-V functional and the def2-TZVPD basis.

Cartesian coordinates (Å):
H1 -2.212 -0.874 1.937
N1 0.480 2.113 -0.758
H2 2.842 1.582 0.790
H3 -1.420 -1.344 0.418
S1 3.310 0.333 0.633
H4 0.985 -1.910 -0.806
C1 -1.918 -0.539 0.947
S2 -0.780 0.854 1.183
C2 -0.020 0.942 -0.363
N2 1.824 -1.541 -0.386
H5 -2.793 -0.193 0.405
H6 0.666 2.833 -0.077
H7 2.585 -2.207 -0.281
H8 0.897 2.222 -1.668
H9 -0.335 0.252 -1.129
C3 1.888 -0.286 -0.034

- ΔE to the lowest compared entry with this formula, charge and spin: 29.89 kcal/mol
- LUMO energy: -3.3804 eV
- Total charge: +1
- Kohn-Sham gap: 9.33 eV

[5]
The ion C3H9N2Si with charge +1. Source: OMol25; level of theory: the ωB97M-V functional and the def2-TZVPD basis.

Cartesian coordinates (Å):
C1 -1.002 0.237 -0.193
C2 1.086 -0.637 0.942
Si1 1.185 0.953 -1.807
H1 -1.210 1.330 0.087
N1 0.183 -0.041 -0.776
H2 -1.785 0.035 -0.925
H3 0.162 1.464 -2.684
H4 2.213 0.095 -2.332
H5 -1.590 -1.728 0.831
H6 0.018 -1.128 2.545
N2 0.092 -0.992 1.579
H7 -1.744 -0.201 1.747
H8 1.470 2.221 -1.123
C3 -1.223 -0.725 1.040
H9 2.144 -0.881 1.067

- ΔE to the lowest compared entry with this formula, charge and spin: 104.61 kcal/mol
- LUMO energy: -4.8512 eV
- Total charge: +1
- Kohn-Sham gap: 8.92 eV

[6]
The molecule C3H9N3. Source: OMol25; level of theory: the ωB97M-V functional and the def2-TZVPD basis.

Cartesian coordinates (Å):
N1 2.347 0.148 -1.848
C1 -1.119 -0.663 0.842
C2 0.178 -0.616 0.053
N2 0.178 0.491 -0.879
H1 2.352 -0.754 -1.361
H2 0.271 -1.560 -0.492
H3 1.040 -0.558 0.731
H4 -0.645 0.719 2.258
H5 -1.107 -1.523 1.524
H6 -0.435 1.256 -0.591
H7 -1.927 -0.827 0.125
C3 1.272 0.806 -1.630
H8 -2.245 0.696 1.903
H9 1.160 1.762 -2.143
N3 -1.320 0.623 1.508

- ΔE to the lowest compared entry with this formula, charge and spin: 12.47 kcal/mol
- LUMO energy: 0.8674 eV
- Structure (SMILES): [H]/N=C\NCCN
- Kohn-Sham gap: 9.74 eV

[7]
The molecule C3H9N3. Source: OMol25; level of theory: the ωB97M-V functional and the def2-TZVPD basis.

Cartesian coordinates (Å):
N1 0.415 -0.216 -0.389
N2 1.052 1.783 0.760
H1 0.584 2.413 0.124
N3 2.614 0.418 -0.402
C1 1.446 0.581 0.078
H2 -2.746 -1.104 -0.056
H3 3.367 0.655 0.229
C2 -0.815 -0.532 0.326
H4 -0.542 -1.265 1.101
H5 -1.837 -0.438 -1.536
C3 -1.864 -1.086 -0.672
H6 0.406 1.570 1.514
H7 -1.538 -2.080 -0.967
H8 0.784 -1.051 -0.825
H9 -1.328 0.352 0.715

- ΔE to the lowest compared entry with this formula, charge and spin: 27.17 kcal/mol
- LUMO energy: 0.7858 eV
- Structure (SMILES): [H]/N=C(\N)NCC
- Kohn-Sham gap: 9.33 eV

[8]
The molecule C3H9N3. Source: OMol25; level of theory: the ωB97M-V functional and the def2-TZVPD basis.

Cartesian coordinates (Å):
H1 2.980 -0.684 -0.432
H2 -1.112 1.808 -0.546
H3 2.457 0.948 0.416
H4 2.158 0.338 -1.506
C1 2.143 0.103 -0.396
N1 -0.412 0.079 0.169
H5 0.557 -1.777 -0.121
H6 -3.456 -0.708 -0.304
H7 -0.750 1.968 0.989
N2 -2.739 0.049 -0.327
C2 -1.641 -0.575 0.027
H8 -1.586 -1.625 0.157
H9 0.981 -0.776 1.445
N3 -0.459 1.458 0.121
C3 0.878 -0.607 0.307

- ΔE to the lowest compared entry with this formula, charge and spin: 69.99 kcal/mol
- LUMO energy: 0.9073 eV
- Structure (SMILES): [H]/N=C/N(N)CC
- Kohn-Sham gap: 9.32 eV

[9]
The molecule C3H9N3. Source: OMol25; level of theory: the ωB97M-V functional and the def2-TZVPD basis.

Cartesian coordinates (Å):
N1 1.631 0.902 1.341
N2 0.286 -0.258 -0.185
H1 -0.994 1.389 -0.176
H2 0.912 1.602 1.330
H3 -2.508 -1.186 -0.611
C1 1.457 -0.164 0.519
H4 2.537 1.331 1.433
H5 -1.344 -0.618 -1.837
H6 2.594 -1.328 -0.511
H7 -2.734 0.391 -1.387
N3 2.384 -1.078 0.440
C2 -1.063 0.320 0.037
C3 -1.994 -0.313 -1.016
H8 0.176 -1.222 -0.464
H9 -1.341 0.233 1.089

- ΔE to the lowest compared entry with this formula, charge and spin: 20.81 kcal/mol
- LUMO energy: 0.8573 eV
- Structure (SMILES): [H]/N=C(/N)NCC
- Kohn-Sham gap: 8.90 eV

[10]
The molecule C3H9N3O. Source: OMol25; level of theory: the ωB97M-V functional and the def2-TZVPD basis.

Cartesian coordinates (Å):
N1 0.277 -1.887 0.964
H1 -2.065 0.319 0.806
C1 -0.316 1.017 -1.221
N2 1.798 0.063 -0.354
H2 -1.565 -0.661 2.048
H3 -0.090 2.676 -0.216
H4 -1.401 0.550 -0.984
C2 -0.376 -0.766 0.404
H5 -0.150 0.732 -2.261
N3 -1.632 -0.563 1.041
H6 1.048 -2.201 0.392
H7 2.275 0.019 0.539
H8 -0.372 -2.628 1.191
C3 0.394 0.168 -0.247
O1 -0.008 2.396 -1.134
H9 2.185 0.766 -0.968

- ΔE to the lowest compared entry with this formula, charge and spin: 49.31 kcal/mol
- LUMO energy: 0.7754 eV
- Structure (SMILES): NC(N)=C(N)CO
- Kohn-Sham gap: 7.73 eV

[11]
A cluster of 2 separate species, C3H9N3O in total. Source: OMol25; level of theory: the ωB97M-V functional and the def2-TZVPD basis.

Cartesian coordinates (Å):
H1 1.524 0.068 1.785
C1 0.051 1.996 -0.451
C2 1.191 1.241 0.157
H2 -0.378 -1.608 -2.486
H3 -0.929 1.485 -0.395
H4 -1.789 -2.634 -1.121
N1 -0.221 -1.327 -1.527
N2 0.756 0.607 1.404
H5 1.480 0.444 -0.527
H6 -0.512 -0.942 0.900
H7 0.552 1.323 2.095
N3 -0.996 -1.784 0.607
O1 0.169 3.041 -1.028
H8 2.021 1.939 0.280
H9 -1.885 -1.920 1.059
C3 -1.036 -1.930 -0.755

- ΔE to the lowest compared entry with this formula, charge and spin: 29.28 kcal/mol
- LUMO energy: 0.8811 eV
- Structure (SMILES): [H]/N=C/N.NCC=O
- Kohn-Sham gap: 10.27 eV

[12]
A structure of composition C3H9N3O. Source: OMol25; level of theory: the ωB97M-V functional and the def2-TZVPD basis.

Cartesian coordinates (Å):
O1 -1.033 -1.272 -1.361
N1 1.038 -1.028 -0.330
H1 1.375 -1.332 -1.243
H2 0.047 2.828 -0.824
C1 -0.642 2.005 -0.614
H3 -0.873 1.493 -1.562
H4 1.054 0.360 0.008
C2 -0.449 -0.953 -0.336
C3 -0.929 0.006 0.719
N2 -0.028 1.106 0.347
H5 1.398 -1.258 1.621
N3 1.764 -1.627 0.744
H6 -1.568 2.457 -0.236
H7 -0.731 -0.356 1.734
H8 1.576 -2.631 0.739
H9 -1.999 0.201 0.595

- ΔE to the lowest compared entry with this formula, charge and spin: 94.29 kcal/mol
- LUMO energy: 0.6150 eV
- Kohn-Sham gap: 8.40 eV

[13]
The molecule C3H9N3O. Source: OMol25; level of theory: the ωB97M-V functional and the def2-TZVPD basis.

Cartesian coordinates (Å):
C1 0.615 -1.348 -0.203
C2 -0.122 -0.212 0.424
H1 0.890 -2.122 0.636
C3 1.741 -0.405 -1.065
H2 -0.937 1.526 2.919
H3 -1.974 1.697 0.318
N1 -0.198 0.194 1.669
H4 2.789 -1.025 -1.275
H5 2.310 0.297 -0.353
H6 0.203 -2.065 -0.871
H7 -2.563 0.155 0.249
O1 -0.811 1.487 1.801
N2 -2.196 0.778 -0.348
H8 -0.425 0.349 -1.538
H9 1.458 0.123 -1.863
N3 -0.782 0.571 -0.502

- ΔE to the lowest compared entry with this formula, charge and spin: 156.70 kcal/mol
- LUMO energy: 0.8417 eV
- Structure (SMILES): CC/C(=N/O)NN
- Kohn-Sham gap: 9.49 eV

[14]
The molecule C3H9N3O2S2. Source: OMol25; level of theory: the ωB97M-V functional and the def2-TZVPD basis.

Cartesian coordinates (Å):
C1 -1.340 -0.808 1.792
C2 1.029 -0.709 -0.359
H1 3.801 0.971 -1.805
H2 -2.437 0.056 -0.304
C3 -1.624 0.648 -0.474
H3 -0.094 1.737 0.399
H4 -0.994 -1.334 2.663
S1 -0.137 -0.553 -1.546
S2 2.372 0.449 -0.325
H5 -1.771 1.417 -1.344
H6 1.313 -1.656 0.038
H7 -2.447 -0.458 2.024
N1 3.276 0.138 -1.848
O1 3.303 0.002 0.716
N2 -0.492 0.343 1.573
O2 1.791 1.799 -0.322
N3 -0.859 1.064 0.557
H8 -1.447 -1.329 0.801
H9 3.669 -0.664 -1.448

- ΔE to the lowest compared entry with this formula, charge and spin: 80.92 kcal/mol
- LUMO energy (spin up / spin down): -0.7898 / -0.7908 eV
- Kohn-Sham gap (spin up / spin down): 7.92 / 7.92 eV

[15]
A cluster of 2 separate species, C3H9N3P in total. Source: OMol25; level of theory: the ωB97M-V functional and the def2-TZVPD basis.

Cartesian coordinates (Å):
H1 -4.163 1.173 -0.333
H2 -0.527 -0.916 -0.673
H3 2.165 -0.813 0.861
H4 1.476 0.750 -1.669
H5 2.083 -1.035 -1.443
N1 1.091 0.884 1.061
H6 0.004 -1.870 0.563
N2 -0.128 -0.833 0.227
P1 -3.877 -0.213 -0.395
C1 1.324 -0.214 0.293
H7 2.795 0.547 -0.853
H8 -0.483 1.799 1.934
C2 1.946 -0.032 -1.046
N3 -0.933 -0.014 1.017
H9 -2.630 -0.129 -1.043
C3 -0.144 0.915 1.500

- ΔE to the lowest compared entry with this formula, charge and spin: 120.61 kcal/mol
- LUMO energy (spin up / spin down): -4.2799 / -7.1042 eV
- Total charge: +1
- Kohn-Sham gap (spin up / spin down): 9.17 / 4.88 eV

[16]
A structure of composition C3H9N3P. Source: OMol25; level of theory: the ωB97M-V functional and the def2-TZVPD basis.

Cartesian coordinates (Å):
N1 1.217 0.452 0.132
H1 -0.669 -2.163 -0.273
H2 -1.173 -0.597 -1.145
H3 -1.671 -0.056 1.732
P1 0.861 0.271 1.909
H4 0.101 1.630 -1.282
C1 0.380 1.545 -0.201
H5 1.173 -0.694 -1.641
C2 1.014 -0.749 -0.528
H6 1.678 -1.603 -0.184
N2 -0.801 1.441 0.702
H7 0.928 -1.185 2.014
C3 -0.415 -1.150 -0.620
H8 0.984 2.345 0.032
H9 -1.698 1.764 0.641
N3 -0.774 0.226 1.376

- ΔE to the lowest compared entry with this formula, charge and spin: 103.78 kcal/mol
- LUMO energy (spin up / spin down): -6.0093 / -5.2611 eV
- Total charge: +1
- Kohn-Sham gap (spin up / spin down): 6.92 / 8.15 eV

[17]
A cluster of 2 separate species, C3H9N3S2 in total. Source: OMol25; level of theory: the ωB97M-V functional and the def2-TZVPD basis.

Cartesian coordinates (Å):
H1 -1.080 -1.555 -0.519
H2 -0.226 0.083 2.101
H3 -1.390 -2.035 1.127
S1 0.649 0.016 1.039
H4 1.035 2.339 -0.797
N1 -0.323 0.962 0.137
N2 0.664 -1.734 0.839
H5 -0.541 2.019 -1.522
H6 1.286 -1.744 0.050
C1 -0.657 -2.197 0.341
H7 -0.503 -3.215 0.028
C2 0.361 1.536 -1.031
H8 0.717 0.763 -1.592
S2 3.831 -0.499 -0.818
H9 3.150 2.532 1.040
N3 3.650 1.663 0.832
C3 3.524 0.788 0.019

- ΔE to the lowest compared entry with this formula, charge and spin: 64.27 kcal/mol
- LUMO energy: 0.2982 eV
- Kohn-Sham gap: 8.58 eV

[18]
The ion C3H9N4 with charge +1. Source: OMol25; level of theory: the ωB97M-V functional and the def2-TZVPD basis.

Cartesian coordinates (Å):
C1 -0.365 1.107 -0.593
H1 0.163 -0.499 2.480
N1 0.452 1.457 0.282
C2 -0.503 -0.274 -1.095
H2 -0.584 -1.547 0.692
C3 0.152 -1.226 -0.003
H3 -0.013 -0.258 -2.046
N2 1.150 -0.488 0.742
N3 -1.283 1.931 -1.058
H4 2.019 -0.297 0.390
H5 -1.518 -0.698 -1.162
H6 0.453 -2.095 -0.507
H7 -1.910 1.642 -1.880
H8 -1.083 2.870 -0.976
H9 1.792 -0.978 2.675
N4 1.079 -0.648 2.059

- ΔE to the lowest compared entry with this formula, charge and spin: 105.49 kcal/mol
- LUMO energy (spin up / spin down): -4.8684 / -5.5558 eV
- Total charge: +1
- Kohn-Sham gap (spin up / spin down): 9.12 / 8.28 eV

[19]
A cluster of 2 separate species, C3H9N4 in total. Source: OMol25; level of theory: the ωB97M-V functional and the def2-TZVPD basis.

Cartesian coordinates (Å):
H1 -0.695 2.329 -0.392
N1 -1.536 0.474 -0.034
H2 -2.272 2.358 0.332
H3 -0.703 -2.533 -0.108
C1 -1.183 -1.611 -0.047
H4 2.750 -0.021 0.907
H5 0.555 -0.273 0.092
N2 2.295 -0.315 0.049
H6 2.790 0.260 -0.614
C2 -2.575 -1.408 -0.158
C3 -1.338 1.860 0.302
N3 -0.550 -0.475 0.055
H7 2.607 -1.301 -0.083
H8 -3.442 -1.924 -0.238
N4 -2.729 -0.083 -0.172
H9 -0.851 1.861 1.345

- ΔE to the lowest compared entry with this formula, charge and spin: 43.15 kcal/mol
- LUMO energy: -3.7369 eV
- Total charge: +1
- Kohn-Sham gap: 11.02 eV

[20]
The ion C3H9N4 with charge +1. Source: OMol25; level of theory: the ωB97M-V functional and the def2-TZVPD basis.

Cartesian coordinates (Å):
H1 -1.937 0.996 2.254
C1 -1.085 0.004 -1.276
N1 -0.736 0.776 0.691
H2 1.194 0.984 1.333
N2 0.691 0.679 0.426
H3 2.880 -0.313 0.112
C2 1.061 -0.305 -0.424
H4 2.617 -1.636 -0.988
H5 -0.170 -1.836 -1.670
H6 -2.134 -0.311 -1.081
C3 -0.026 -0.845 -1.231
H7 -0.982 1.706 0.346
N3 -1.115 0.356 1.993
H8 -1.010 0.940 -1.695
N4 2.306 -0.693 -0.574
H9 -1.554 -0.502 1.785

- 2S+1: 3
- ΔE to the lowest compared entry with this formula, charge and spin: 61.37 kcal/mol
- Expectation value of S²: 2.006
- LUMO energy (spin up / spin down): -2.9292 / -6.0942 eV
- Total charge: +1
- Kohn-Sham gap (spin up / spin down): 7.41 / 7.92 eV